This record from OMol25 describes 8 unconnected molecules or ions with the total composition C32H56BrN7O9. The level of theory is ωB97M-V with the def2-TZVPD basis set.

Positions of all 105 atoms, in Å:
C 4.51 -2.98 -5.07
C 5.02 -1.59 -4.91
C 4.46 -0.46 -5.36
Br 2.85 -0.39 -6.32
C 5.13 0.86 -5.12
O 5.12 1.77 -5.92
C 5.83 0.94 -3.81
C 5.88 2.12 -3.08
C 6.55 2.14 -1.87
C 7.18 0.99 -1.39
C 7.13 -0.19 -2.12
C 6.44 -0.21 -3.33
C 6.31 -1.45 -4.15
O 7.17 -2.30 -4.21
H 3.60 -3.02 -5.66
H 4.28 -3.38 -4.08
H 5.28 -3.62 -5.49
H 5.40 3.00 -3.47
H 6.57 3.06 -1.31
H 7.71 1.00 -0.45
H 7.61 -1.09 -1.77
C 1.46 2.92 -3.91
N 0.72 1.72 -4.22
C -0.55 1.39 -3.85
C -1.32 2.39 -3.02
O -1.04 0.33 -4.20
H 1.75 3.44 -4.83
H 2.37 2.68 -3.35
H 0.86 3.60 -3.31
H 1.18 1.01 -4.77
H -2.30 1.99 -2.81
H -0.81 2.59 -2.08
H -1.43 3.34 -3.56
C -6.03 -1.57 -3.23
N -5.44 -0.52 -2.42
C -4.86 0.62 -2.84
C -4.80 0.89 -4.32
O -4.40 1.42 -2.02
H -7.08 -1.70 -2.97
H -5.51 -2.51 -3.04
H -5.95 -1.33 -4.28
H -5.46 -0.65 -1.42
H -4.30 1.84 -4.48
H -4.22 0.11 -4.82
H -5.80 0.93 -4.76
C -4.25 2.85 0.71
N -5.01 3.94 1.29
C -4.88 4.51 2.52
C -3.80 3.95 3.42
O -5.60 5.42 2.87
H -3.76 3.17 -0.21
H -4.90 2.02 0.45
H -3.49 2.50 1.41
H -5.75 4.35 0.74
H -3.82 4.51 4.35
H -3.97 2.90 3.63
H -2.81 4.06 2.96
C -5.04 -5.75 0.95
N -5.39 -4.62 0.10
C -5.49 -3.32 0.46
C -5.21 -2.97 1.89
O -5.79 -2.47 -0.38
H -4.14 -6.24 0.58
H -5.85 -6.48 0.96
H -4.86 -5.41 1.96
H -5.58 -4.80 -0.87
H -5.33 -1.89 2.02
H -5.91 -3.48 2.56
H -4.20 -3.24 2.18
C 8.77 0.88 -5.86
N 9.36 2.00 -5.15
C 9.87 3.16 -5.66
C 9.81 3.33 -7.16
O 10.34 4.01 -4.93
H 7.75 0.74 -5.50
H 9.33 -0.03 -5.66
H 8.76 1.05 -6.93
H 9.42 1.94 -4.15
H 10.25 4.29 -7.41
H 10.38 2.55 -7.67
H 8.78 3.30 -7.52
C -3.77 -0.15 6.83
N -3.96 -1.09 5.73
C -4.21 -2.42 5.80
C -4.31 -3.03 7.18
O -4.34 -3.09 4.79
H -4.53 0.63 6.79
H -2.79 0.32 6.76
H -3.84 -0.66 7.78
H -3.91 -0.73 4.79
H -4.51 -4.09 7.07
H -3.39 -2.90 7.74
H -5.13 -2.58 7.75
C -0.36 -3.28 9.95
N -0.71 -2.11 9.17
C -0.83 -0.82 9.59
C -0.58 -0.53 11.05
O -1.13 0.06 8.80
H 0.56 -3.73 9.58
H -1.16 -4.02 9.90
H -0.21 -3.00 10.99
H -0.87 -2.23 8.18
H -0.72 0.53 11.21
H -1.28 -1.09 11.68
H 0.43 -0.81 11.33

Results
E_HOMO: -8.89 eV
calculated total energy: -4887.503137 Ha
gap between HOMO and LUMO: 7.66 eV

Atom charges from the Mulliken analysis, given in e for atoms 1 to 5: -1.56, 0.57, -0.13, -0.19, 0.38

This record from OMol25 describes 2 unconnected molecules or ions with the total composition C9H14N2O2 in a non-equilibrium geometry. The level of theory is ωB97M-V with the def2-TZVPD basis set.

Positions of all 27 atoms, in Å:
O 1.06 1.59 -0.48
C -0.16 1.73 -0.39
C -1.03 1.35 0.68
C -2.41 1.35 0.44
N -3.06 1.61 -0.79
C -2.24 2.15 -1.82
O -2.77 2.48 -2.90
N -0.91 2.17 -1.55
H -0.71 0.74 1.61
H -3.10 0.97 1.23
H -4.00 1.93 -1.02
H -0.49 2.51 -2.38
C 1.45 -1.82 2.17
C 1.43 -1.79 0.56
C 2.44 -2.85 -0.02
C 2.66 -3.78 1.17
C 2.65 -2.86 2.41
H 1.72 -0.89 2.77
H 0.60 -2.18 2.66
H 1.63 -0.81 0.18
H 0.44 -1.96 0.14
H 3.37 -2.46 -0.35
H 1.94 -3.23 -0.89
H 3.52 -4.46 1.14
H 1.67 -4.33 1.32
H 3.63 -2.28 2.56
H 2.47 -3.53 3.20

Results
ΔE to the lowest compared entry with this formula, charge and spin: 121.7 kJ/mol
E_HOMO: -9.75 eV
calculated total energy: -611.318253 Ha
gap between HOMO and LUMO: 9.86 eV

Atom charges from the Mulliken analysis, given in e for atoms 1 to 5: -0.60, 0.52, -0.31, -0.15, -0.16

This record from OMol25 describes a molecular structure, C10H11BeFNO in a non-equilibrium geometry. The level of theory is ωB97M-V with the def2-TZVPD basis set.

Positions of all 25 atoms, in Å:
O -3.38 0.55 -1.50
C -3.93 0.00 -0.38
F -4.78 0.86 0.48
C -3.54 -1.57 -0.10
N -2.55 -1.76 1.06
C -1.44 -0.78 0.75
C 0.04 -1.23 1.40
C 1.15 -0.26 0.61
C 2.04 -0.85 -0.63
C 3.08 0.21 -1.37
C 3.15 1.79 -0.85
C 2.24 2.36 0.43
C 1.22 1.31 1.17
H -4.54 -2.18 0.05
H -3.00 -2.04 -1.05
H -1.66 0.29 1.24
H -1.23 -0.69 -0.42
H 0.20 -2.36 1.13
H 0.08 -0.97 2.54
H 1.93 -1.99 -0.95
H 3.76 -0.11 -2.30
H 3.87 2.58 -1.35
H 2.26 3.47 0.81
H 0.53 1.64 2.08
Be 4.49 1.73 -2.83

Results
E_HOMO: -10.33 eV
calculated total energy: -631.318269 Ha
gap between HOMO and LUMO: 1.95 eV
charge: +1

Atom charges from the Mulliken analysis, given in e for atoms 1 to 5: -0.42, 0.59, -0.22, -0.36, -0.16

This record from OMol25 describes a molecular structure, C7H16O3Ti in a non-equilibrium geometry. The level of theory is ωB97M-V with the def2-TZVPD basis set.

Positions of all 27 atoms, in Å:
Ti 1.24 0.92 0.27
C 0.38 -1.66 -2.95
C 1.88 -1.29 -2.68
O 2.30 -0.12 -2.02
H -0.08 -1.50 -3.92
H -0.18 -1.02 -2.27
H 0.09 -2.71 -2.90
H 2.31 -1.36 -3.68
H 2.30 -2.12 -2.11
C 1.74 -1.49 4.02
C 2.35 -0.47 3.02
O 2.12 -0.77 1.71
H 0.75 -1.86 3.74
H 1.58 -1.27 5.08
H 2.37 -2.38 3.92
H 3.40 -0.42 3.32
H 1.83 0.43 3.33
C -3.32 1.08 0.08
C -2.03 1.63 -0.50
O -0.99 1.17 -0.20
C -2.19 2.85 -1.34
H -3.62 1.49 1.05
H -3.29 0.02 0.31
H -4.15 1.20 -0.61
H -1.34 3.21 -1.93
H -2.45 3.65 -0.65
H -3.00 2.81 -2.07

Results
multiplicity: 4
ΔE to the lowest compared entry with this formula, charge and spin: 175.4 kJ/mol
⟨S²⟩: 3.75
E_HOMO (spin up / spin down): -1.70 / -3.64 eV
calculated total energy: -1351.356412 Ha
gap between HOMO and LUMO (spin up / spin down): 4.46 / 6.33 eV
charge: -1

Atom charges from the Mulliken analysis, given in e for atoms 1 to 5: 0.43, -0.68, -0.34, -0.79, 0.30

This record from OMol25 describes a molecular structure, C51H44N6OPSV in a non-equilibrium geometry. The level of theory is ωB97M-V with the def2-TZVPD basis set.

Positions of all 105 atoms, in Å:
V -0.82 -0.27 -0.80
C 0.76 -5.14 2.05
C 0.51 -4.12 2.95
C 0.05 -2.89 2.48
C -0.37 -2.75 1.14
C -0.18 -3.84 0.21
C 0.42 -4.99 0.71
N -1.10 -1.62 0.80
C -2.20 -1.32 1.57
C -2.71 -1.93 2.73
C -3.68 -1.29 3.51
C -4.32 -0.16 3.09
C -3.89 0.48 1.90
C -2.93 -0.15 1.14
N -2.66 0.26 -0.12
N -3.37 1.23 -0.65
C -2.81 1.61 -1.83
C -3.21 2.81 -2.51
C -2.58 3.11 -3.71
C -1.59 2.24 -4.21
C -1.23 1.12 -3.44
N -1.76 0.86 -2.25
H 1.25 -6.06 2.34
H 0.73 -4.21 4.01
H -0.14 -2.03 3.11
H -0.34 -3.71 -0.88
H 0.62 -5.82 0.02
H -2.31 -2.97 2.97
H -4.00 -1.79 4.41
H -5.13 0.28 3.65
H -4.25 1.38 1.45
H -4.02 3.39 -2.08
H -2.88 3.94 -4.30
H -0.98 2.51 -5.10
H -0.45 0.46 -3.78
C 2.03 2.58 4.37
C 0.82 1.62 4.11
N 0.77 1.28 2.66
C 1.74 0.26 2.12
C 2.51 -0.56 3.14
C -0.11 1.86 1.81
S 0.14 1.71 0.08
N -1.09 2.53 2.36
C -1.88 3.46 1.68
O -2.04 3.69 0.49
C -2.72 4.27 2.63
C -2.93 3.96 3.98
C -3.76 4.77 4.74
C -4.18 6.01 4.27
C -3.92 6.36 2.96
C -3.28 5.49 2.14
H 1.84 3.13 5.31
H 2.12 3.32 3.59
H 2.97 1.99 4.45
H -0.15 2.09 4.37
H 0.93 0.68 4.67
H 2.51 0.80 1.58
H 1.19 -0.37 1.39
H 3.16 0.08 3.72
H 3.17 -1.25 2.68
H 1.86 -1.15 3.85
H -2.39 3.10 4.32
H -3.98 4.52 5.79
H -4.69 6.73 4.93
H -4.17 7.37 2.61
H -3.09 5.72 1.09
C 3.87 2.73 -3.69
C 3.75 2.58 -2.29
C 3.02 1.58 -1.69
C 2.51 0.60 -2.53
C 2.61 0.63 -3.92
C 3.31 1.73 -4.50
P 1.72 -0.88 -1.79
C 3.15 -1.74 -1.10
C 4.31 -1.07 -0.60
C 5.47 -1.76 -0.35
C 5.53 -3.13 -0.44
C 4.34 -3.79 -0.83
C 3.15 -3.14 -1.14
C 1.15 -1.94 -3.11
C 2.03 -2.49 -3.99
C 1.61 -3.40 -4.97
C 0.29 -3.59 -5.18
C -0.71 -2.93 -4.37
C -2.07 -3.17 -4.58
C -3.00 -2.83 -3.59
C -2.51 -2.25 -2.39
C -1.26 -1.67 -2.28
C -0.30 -2.12 -3.28
H 4.29 3.57 -4.15
H 4.10 3.37 -1.65
H 2.86 1.49 -0.60
H 2.18 -0.13 -4.58
H 3.40 1.78 -5.58
H 4.32 0.01 -0.57
H 6.33 -1.21 0.06
H 6.42 -3.68 -0.19
H 4.36 -4.85 -0.88
H 2.29 -3.74 -1.34
H 3.09 -2.26 -3.91
H 2.31 -3.91 -5.63
H -0.06 -4.24 -6.00
H -2.40 -3.67 -5.50
H -4.05 -2.99 -3.77
H -3.23 -2.16 -1.59

Results
multiplicity: 4
ΔE to the lowest compared entry with this formula, charge and spin: 0.0 kJ/mol
⟨S²⟩: 3.80
E_HOMO (spin up / spin down): -3.43 / -4.06 eV
calculated total energy: -4057.211123 Ha
gap between HOMO and LUMO (spin up / spin down): 5.82 / 6.20 eV
charge: -1

Atom charges from the Mulliken analysis, given in e for atoms 1 to 5: -0.81, -0.74, -1.46, -0.37, -0.80

This record from OMol25 describes 2 unconnected molecules or ions with the total composition C2H7NO2S in a non-equilibrium geometry. The level of theory is ωB97M-V with the def2-TZVPD basis set.

Positions of all 13 atoms, in Å:
C -0.60 -1.24 -1.05
C 0.38 -0.03 -1.09
N -0.63 0.20 2.38
O 1.60 1.39 1.81
O -0.29 1.18 -0.69
S 0.80 0.18 1.97
H -1.45 -0.93 -1.56
H -0.15 -1.99 -1.64
H -0.69 -1.57 -0.07
H 0.98 0.25 -2.02
H 1.12 -0.36 -0.33
H -1.21 1.01 2.61
H 0.13 1.92 -0.31

Results
multiplicity: 3
ΔE to the lowest compared entry with this formula, charge and spin: 124.7 kJ/mol
⟨S²⟩: 2.01
E_HOMO (spin up / spin down): -7.29 / -10.31 eV
calculated total energy: -683.611003 Ha
gap between HOMO and LUMO (spin up / spin down): 8.15 / 6.25 eV

Atom charges from the Mulliken analysis, given in e for atoms 1 to 5: -0.93, -0.19, -0.38, -0.30, -0.54

This record from OMol25 describes a molecular structure, C28H41BrNO8 in a non-equilibrium geometry. The level of theory is ωB97M-V with the def2-TZVPD basis set.

Positions of all 79 atoms, in Å:
C 1.52 0.80 2.98
C 1.73 0.77 1.51
C 0.79 -0.12 0.45
C 0.31 1.11 -0.58
O 0.07 2.26 0.28
C -0.98 3.15 -0.21
C -1.67 3.19 -1.69
C -2.90 4.23 -2.15
C -3.55 4.14 -3.67
C -3.48 5.33 -1.05
C -2.77 5.32 0.43
C -1.55 4.29 0.89
C -0.98 4.48 2.41
C 0.64 4.89 2.36
C -1.27 3.23 3.43
C -0.72 -0.58 1.01
O -1.63 0.13 1.67
O -0.89 -2.02 0.65
C 0.01 -2.33 -0.50
C 0.22 -3.97 -0.26
C 1.07 -4.69 -1.48
N 0.04 -5.41 -2.39
O -0.53 -2.32 -1.86
C -1.93 -1.89 -1.94
C -3.00 -3.15 -1.67
C -3.82 -3.02 -0.25
C 1.43 -1.49 -0.20
C 2.56 -1.40 -1.37
C 2.10 -0.76 -2.79
C 3.24 0.34 -3.28
O 3.06 1.66 -3.39
O 4.56 -0.26 -3.67
C 2.37 -2.09 1.05
O 1.63 -2.35 2.28
C 2.51 -2.82 3.37
C 2.42 -2.03 4.82
O 3.30 -3.88 3.15
H 0.41 0.67 3.39
H 2.39 0.91 3.78
H 2.64 1.42 1.10
H 1.20 1.43 -1.32
H -0.62 0.68 -1.14
H -1.31 2.41 -2.50
H -4.73 4.10 -3.51
H -3.26 3.07 -4.08
H -3.24 5.02 -4.37
H -4.37 6.07 -1.29
H -3.19 6.11 1.22
H -1.51 5.43 2.89
H 1.34 3.99 2.62
H 0.88 5.78 3.12
H 0.88 5.35 1.29
H -0.26 2.79 3.82
H -1.97 2.45 2.90
H -1.84 3.65 4.37
H -0.88 -4.41 -0.34
H 0.60 -4.23 0.81
H 1.77 -5.52 -1.06
H 1.60 -3.91 -2.19
H 0.15 -5.01 -3.37
H 0.37 -6.40 -2.49
H -2.12 -1.60 -3.08
H -2.20 -0.93 -1.32
H -2.46 -4.20 -1.83
H -3.82 -3.10 -2.53
H -4.08 -1.93 0.07
H -4.78 -3.72 -0.36
H -3.14 -3.57 0.57
H 3.43 -0.70 -0.95
H 3.08 -2.47 -1.50
H 2.16 -1.64 -3.60
H 1.00 -0.36 -2.85
H 4.63 -1.20 -3.30
H 3.37 -1.47 1.19
H 2.74 -3.15 0.65
H 2.79 -2.69 5.72
H 3.09 -1.06 4.70
H 1.31 -1.64 4.98
Br 4.05 0.82 1.43

Results
E_HOMO: -2.98 eV
calculated total energy: -4321.407136 Ha
gap between HOMO and LUMO: 5.17 eV
charge: -1

Atom charges from the Mulliken analysis, given in e for atoms 1 to 5: -1.22, -0.29, 1.69, -0.19, 0.09

This record from OMol25 describes 2 unconnected molecules or ions with the total composition C3H5O3. The level of theory is ωB97M-V with the def2-TZVPD basis set.

Positions of all 11 atoms, in Å:
O -1.48 -0.02 -0.08
C -1.69 -0.76 0.92
O -0.89 -1.22 1.74
H -2.75 -1.10 1.03
C 1.64 1.17 0.23
C 1.64 0.71 -1.01
O 0.63 0.13 -1.67
H 2.54 1.62 0.63
H 0.78 1.06 0.87
H 2.51 0.77 -1.66
H -0.18 0.03 -1.07

Results
ΔE to the lowest compared entry with this formula, charge and spin: 17.2 kJ/mol
E_HOMO: -4.58 eV
calculated total energy: -343.081537 Ha
gap between HOMO and LUMO: 8.86 eV
charge: -1

Atom charges from the Mulliken analysis, given in e for atoms 1 to 5: -0.73, -0.01, -0.63, 0.35, -0.74

Question: Which of these has the lowest calculated total energy?
Answer: C32H56BrN7O9